Entry 1:
Density functional theory data (ωB97M-V/def2-TZVPD) for a structure of composition C20H31FN8O2Ta in a non-equilibrium geometry.

```
! wB97M-V def2-TZVPD RIJCOSX def2/J DEFGRID3
* xyz 3 1
Ta 0.605 -0.507 -0.069
C -1.177 3.330 3.995
N -1.350 2.712 2.688
C -2.186 3.400 1.714
C -0.745 1.569 2.358
N -0.834 1.015 1.166
N -0.011 0.946 3.356
C 0.704 -0.222 3.339
N 1.154 -0.627 4.527
N 0.923 -0.899 2.235
H -1.732 4.263 4.027
H -0.131 3.580 4.189
H -1.571 2.710 4.803
H -2.760 4.177 2.212
H -2.904 2.714 1.260
H -1.575 3.872 0.940
H -1.437 1.574 0.570
H -0.046 1.412 4.257
H 0.982 -0.131 5.390
H 1.714 -1.463 4.620
H 1.495 -1.722 2.419
N -1.481 -2.044 0.633
C -2.310 -2.746 -0.394
C -3.401 -1.859 -0.988
C -2.932 -0.563 -1.649
C -1.883 -0.790 -2.744
N -0.616 -0.087 -2.418
H -1.020 -2.789 1.159
H -2.150 -1.638 1.292
H -2.813 -3.607 0.056
H -1.630 -3.128 -1.157
H -4.123 -1.604 -0.211
H -3.932 -2.454 -1.731
H -2.522 0.114 -0.892
H -3.814 -0.080 -2.070
H -2.250 -0.436 -3.712
H -1.673 -1.854 -2.849
H -0.806 0.912 -2.529
H 0.057 -0.305 -3.161
O 4.368 0.925 -0.385
C 3.202 0.929 -0.622
O 2.344 -0.036 -0.302
C 2.480 2.079 -1.275
C 3.212 3.129 -1.814
C 2.517 4.217 -2.327
C 1.129 4.212 -2.260
C 0.490 3.104 -1.719
N 1.142 2.047 -1.238
H 4.290 3.080 -1.813
H 3.044 5.049 -2.766
H 0.548 5.045 -2.623
H -0.592 3.073 -1.677
F 3.068 -5.962 -2.372
C 2.486 -4.891 -1.869
C 1.757 -4.046 -2.694
C 1.176 -2.912 -2.154
C 1.291 -2.585 -0.801
C 2.011 -3.474 0.001
C 2.606 -4.614 -0.514
H 1.660 -4.277 -3.744
H 0.635 -2.271 -2.834
H 2.140 -3.283 1.058
H 3.174 -5.282 0.115
*
```

Calculated values
HOMO energy, Ha: -0.6241
E, Ha: -1525.254395
HOMO-LUMO gap, eV: 5.907



Entry 2:
Density functional theory data (ωB97M-V/def2-TZVPD) for a structure of composition C20H31IrN5OSSi in a non-equilibrium geometry.

```
! wB97M-V def2-TZVPD RIJCOSX def2/J DEFGRID3
* xyz 0 2
Ir -0.647 -0.067 -0.278
C 0.642 -2.926 -0.643
C 1.818 -1.939 -0.390
N 1.431 -0.738 0.367
C 1.554 -0.888 1.828
C 0.399 -0.276 2.618
N -0.890 -0.464 1.969
C -1.552 -1.764 2.130
C -0.892 -2.878 1.315
N -0.614 -2.470 -0.064
H 0.902 -3.929 -0.285
H 0.502 -2.989 -1.723
H 2.189 -1.602 -1.356
H 2.639 -2.461 0.113
H 1.952 0.069 0.047
H 2.482 -0.427 2.181
H 1.648 -1.949 2.052
H 0.558 0.800 2.692
H 0.411 -0.680 3.640
H -1.533 0.261 2.264
H -2.580 -1.629 1.792
H -1.586 -2.069 3.186
H -1.543 -3.758 1.350
H 0.047 -3.183 1.778
H -1.386 -2.709 -0.669
S -3.015 0.047 -0.331
C -3.516 1.466 -1.071
N -3.860 2.446 -1.583
C -2.006 -0.388 -3.574
Si -0.512 0.245 -2.569
C -0.303 2.063 -3.075
C 1.000 -0.633 -3.372
C 0.889 -1.772 -4.172
C 2.001 -2.383 -4.739
C 3.267 -1.858 -4.527
C 3.409 -0.714 -3.752
C 2.290 -0.120 -3.187
H -1.796 -0.378 -4.646
H -2.857 0.272 -3.401
H -2.323 -1.396 -3.296
H -0.328 2.176 -4.161
H 0.637 2.484 -2.715
H -1.115 2.657 -2.650
H -0.091 -2.196 -4.361
H 1.879 -3.265 -5.355
H 4.136 -2.329 -4.971
H 4.391 -0.285 -3.595
H 2.421 0.778 -2.590
O 0.221 2.176 0.319
N -0.302 2.931 1.229
C 0.486 3.444 2.218
C -0.038 4.271 3.179
C -1.393 4.594 3.153
C -2.179 4.059 2.138
C -1.625 3.235 1.187
H 1.522 3.152 2.153
H 0.623 4.664 3.938
H -1.819 5.249 3.898
H -3.233 4.283 2.055
H -2.164 2.810 0.355
*
```

Calculated values
HOMO energy (alpha / beta), Ha: -0.2240 / -0.2576
E, Ha: -1921.685317
HOMO-LUMO gap (alpha / beta), eV: 6.138 / 7.034



Entry 3:
Density functional theory data (ωB97M-V/def2-TZVPD) for an isolated molecule of C20H31N3O2.

```
! wB97M-V def2-TZVPD RIJCOSX def2/J DEFGRID3
* xyz 0 1
C -4.827 -0.979 -1.197
C -3.788 -1.761 -0.453
N -2.523 -1.485 -0.733
C -1.559 -2.155 -0.108
C -1.807 -3.144 0.838
C -3.130 -3.423 1.132
C -4.138 -2.730 0.482
H -5.178 -2.930 0.692
H -3.372 -4.178 1.865
H -0.991 -3.652 1.321
N -0.286 -1.760 -0.503
C 0.915 -2.068 0.061
O 1.101 -2.960 0.850
C 2.063 -1.215 -0.517
N 1.618 0.156 -0.700
C 0.985 0.824 0.306
O 0.663 0.267 1.331
C 0.709 2.289 -0.015
C 0.089 3.011 1.185
C -1.338 2.541 1.454
C -2.229 2.713 0.226
C -3.643 2.219 0.513
H -4.077 2.763 1.349
H -3.624 1.161 0.762
H -4.283 2.358 -0.356
C -1.620 1.946 -0.947
C -0.204 2.434 -1.240
H 0.207 1.890 -2.095
H -0.243 3.492 -1.513
H -1.615 0.881 -0.706
H -2.238 2.080 -1.839
H -2.272 3.778 -0.035
H -1.317 1.489 1.740
H -1.749 3.109 2.292
H 0.702 2.827 2.069
H 0.090 4.085 0.985
H 1.679 2.752 -0.243
H 2.040 0.683 -1.448
H 2.292 -1.624 -1.508
C 3.285 -1.319 0.400
H 3.516 -2.377 0.532
H 2.994 -0.923 1.375
C 4.522 -0.573 -0.107
C 5.062 -1.177 -1.402
H 4.351 -1.080 -2.219
H 5.281 -2.233 -1.261
H 5.980 -0.674 -1.698
C 5.605 -0.605 0.970
H 6.487 -0.059 0.644
H 5.894 -1.631 1.183
H 5.242 -0.154 1.891
H 4.255 0.475 -0.290
H -0.313 -0.992 -1.164
H -4.346 -0.221 -1.807
H -5.515 -0.502 -0.502
H -5.403 -1.643 -1.840
*
```

Calculated values
HOMO energy, Ha: -0.3122
E, Ha: -1095.533248
HOMO-LUMO gap, eV: 9.060
SMILES: Cc1cccc(NC(=O)[C@H](CC(C)C)NC(=O)[C@H]2CC[C@@H](C)CC2)n1



Entry 4:
Density functional theory data (ωB97M-V/def2-TZVPD) for a structure of composition C20H31N3P2PdS2.

```
! wB97M-V def2-TZVPD RIJCOSX def2/J DEFGRID3
* xyz 2 1
Pd -0.694 0.053 -0.245
C -2.465 -2.629 1.058
P -2.578 -0.894 0.564
C -3.931 -0.832 -0.639
C -3.156 0.014 2.042
C -2.860 1.499 1.843
P -1.129 1.643 1.277
C -0.908 3.346 0.718
C -0.088 1.495 2.748
H -3.452 -2.996 1.345
H -1.786 -2.732 1.902
H -2.095 -3.236 0.231
H -4.856 -1.187 -0.183
H -3.702 -1.477 -1.489
H -4.075 0.183 -1.005
H -2.594 -0.375 2.896
H -4.211 -0.188 2.230
H -3.015 2.083 2.752
H -3.498 1.924 1.065
H -1.099 4.025 1.551
H -1.598 3.580 -0.092
H 0.116 3.493 0.374
H -0.373 2.231 3.501
H 0.950 1.660 2.457
H -0.162 0.493 3.167
C -0.489 2.415 -2.753
C 0.803 2.020 -2.117
N 0.912 1.149 -1.141
C 2.229 0.922 -0.777
C 3.116 1.664 -1.487
S 2.305 2.635 -2.631
C 2.539 -0.077 0.250
C 3.785 -0.427 0.667
S 3.677 -1.660 1.835
C 1.968 -1.638 1.709
N 1.511 -0.772 0.847
C 1.113 -2.558 2.516
H -1.323 2.100 -2.125
H -0.594 1.949 -3.735
H -0.547 3.492 -2.906
H 4.190 1.680 -1.404
H 4.737 -0.036 0.348
H 1.707 -3.143 3.216
H 0.581 -3.252 1.864
H 0.381 -1.987 3.091
N -0.558 -1.221 -2.033
C 0.762 -1.778 -2.303
C 1.275 -2.743 -1.452
C 2.540 -3.255 -1.692
C 3.292 -2.790 -2.763
C 2.767 -1.827 -3.611
C 1.492 -1.324 -3.388
H -0.778 -0.537 -2.753
H -1.249 -1.961 -2.117
H 0.682 -3.089 -0.615
H 2.940 -4.022 -1.041
H 4.280 -3.191 -2.945
H 3.339 -1.478 -4.460
H 1.070 -0.590 -4.067
*
```

Calculated values
HOMO energy, Ha: -0.5155
E, Ha: -2551.565164
HOMO-LUMO gap, eV: 8.243



Entry 5:
Density functional theory data (ωB97M-V/def2-TZVPD) for a structure of composition C20H31N3PdSb2.

```
! wB97M-V def2-TZVPD RIJCOSX def2/J DEFGRID3
* xyz 2 1
Pd 0.227 -0.713 -0.996
C -0.799 -2.402 2.650
Sb 0.692 -1.567 1.404
C 2.467 -2.615 1.878
C 0.965 0.457 2.113
C -0.292 1.273 1.956
C -1.297 1.059 2.906
C -2.484 1.765 2.901
C -2.691 2.735 1.928
C -1.704 2.970 0.990
C -0.499 2.255 0.972
C 0.502 2.655 -0.078
Sb 0.090 1.707 -1.987
C -1.830 2.456 -2.466
C 1.349 2.635 -3.415
H -1.723 -1.842 2.527
H -0.470 -2.347 3.687
H -0.955 -3.442 2.373
H 2.528 -2.749 2.957
H 3.325 -2.042 1.530
H 2.450 -3.586 1.387
H 1.819 0.860 1.569
H 1.253 0.393 3.163
H -1.114 0.346 3.702
H -3.223 1.592 3.673
H -3.593 3.332 1.927
H -1.845 3.767 0.269
H 1.532 2.443 0.205
H 0.440 3.728 -0.266
H -1.778 3.537 -2.579
H -2.520 2.205 -1.664
H -2.168 2.010 -3.399
H 1.135 3.702 -3.435
H 1.146 2.199 -4.390
H 2.393 2.473 -3.156
N 1.629 -3.108 -2.256
C 2.596 -2.199 -1.941
C 3.957 -2.501 -2.108
C 4.906 -1.586 -1.736
C 4.505 -0.355 -1.202
C 3.168 -0.122 -1.061
N 2.217 -1.026 -1.404
H 1.927 -3.933 -2.752
H 0.723 -2.767 -2.536
H 4.234 -3.452 -2.542
H 5.956 -1.811 -1.868
H 5.220 0.399 -0.911
H 2.805 0.811 -0.653
C -4.712 -1.796 0.671
C -4.240 -0.486 0.029
C -2.819 -0.510 -0.298
N -1.704 -0.551 -0.553
H -5.771 -1.712 0.899
H -4.178 -1.994 1.599
H -4.573 -2.638 -0.005
H -4.392 0.366 0.693
H -4.779 -0.279 -0.898
*
```

Calculated values
HOMO energy, Ha: -0.5167
E, Ha: -1552.826173
HOMO-LUMO gap, eV: 7.327



Entry 6:
Density functional theory data (ωB97M-V/def2-TZVPD) for a structure of composition C20H32Cl4O12 in a non-equilibrium geometry.

```
! wB97M-V def2-TZVPD RIJCOSX def2/J DEFGRID3
* xyz 0 1
C -1.685 2.153 -2.403
C -1.384 1.342 -1.155
C -2.701 0.902 -0.449
O -2.659 -0.461 -0.355
C -1.636 -0.948 -0.993
O -1.446 -2.133 -1.183
O -0.906 0.082 -1.560
H -2.113 3.139 -2.222
H -2.317 1.697 -3.164
H -0.694 2.306 -2.830
H -0.669 1.861 -0.516
H -3.574 1.239 -1.008
H -2.800 1.344 0.542
C 1.301 -1.074 -1.161
C 1.420 -0.157 0.050
C 1.379 1.364 -0.257
O 0.457 1.904 0.712
C -0.235 0.923 1.321
O -1.102 1.112 2.158
O 0.337 -0.294 0.943
H 0.429 -0.760 -1.735
H 1.170 -2.091 -0.792
H 2.177 -1.233 -1.790
H 2.273 -0.252 0.722
H 0.930 1.595 -1.223
H 2.387 1.776 -0.223
C -3.859 2.615 1.555
C -2.525 2.065 2.157
C -1.373 3.064 2.303
O -0.900 2.822 3.581
C -1.784 2.123 4.298
O -1.679 1.811 5.461
O -2.775 1.724 3.494
H -4.670 1.888 1.596
H -3.833 2.916 0.508
H -4.166 3.508 2.099
H -2.117 1.179 1.671
H -1.562 4.084 1.969
H -0.695 2.664 1.548
C 1.816 -2.999 -1.248
C 1.443 -4.418 -1.770
C 2.216 -4.825 -3.016
O 2.622 -6.126 -2.728
C 2.272 -6.493 -1.518
O 2.447 -7.638 -1.033
O 1.713 -5.468 -0.844
H 1.735 -2.170 -1.951
H 2.817 -2.945 -0.820
H 1.205 -2.702 -0.395
H 0.370 -4.340 -1.944
H 3.078 -4.203 -3.259
H 1.596 -4.773 -3.910
Cl -2.538 -2.713 1.043
C -1.074 -1.697 0.900
C 0.164 -2.248 1.643
Cl 0.700 -3.665 0.768
H -1.274 -0.670 1.206
H -0.750 -1.584 -0.135
H -0.131 -2.565 2.643
H 0.985 -1.531 1.665
Cl 2.399 2.059 1.582
C 2.476 2.822 0.047
C 3.115 4.136 0.200
Cl 3.027 5.000 -1.408
H 1.481 3.017 -0.353
H 3.082 2.224 -0.634
H 4.096 4.037 0.665
H 2.516 4.677 0.933
*
```

Calculated values
HOMO energy, Ha: -0.2804
E, Ha: -3523.477059
HOMO-LUMO gap, eV: 7.299



Entry 7:
Density functional theory data (ωB97M-V/def2-TZVPD) for an isolated molecule of C20H32ClN3O2S in a non-equilibrium geometry.

```
! wB97M-V def2-TZVPD RIJCOSX def2/J DEFGRID3
* xyz 0 1
C 3.493 -2.864 -2.737
C 2.017 -2.617 -2.396
C 1.827 -1.495 -1.360
C 0.347 -1.246 -1.019
C 0.155 -0.137 0.033
C -1.286 -0.048 0.558
N -1.422 0.976 1.591
C -2.587 1.563 1.923
O -3.635 1.253 1.352
C -2.551 2.628 3.085
C -2.849 1.895 4.407
C -4.129 1.384 4.665
C -4.405 0.714 5.859
C -5.798 0.169 6.110
C -3.393 0.553 6.808
C -2.117 1.058 6.563
Cl -0.870 0.858 7.738
C -1.845 1.725 5.370
N -3.440 3.828 2.898
C -3.397 4.733 4.063
C -4.005 6.145 3.943
C -3.000 7.239 3.509
S -2.340 7.112 1.763
N -3.538 7.500 0.932
O -1.062 7.811 1.664
C -2.112 5.316 1.336
C -3.353 4.458 1.571
H 3.595 -3.664 -3.471
H 3.959 -1.971 -3.156
H 4.063 -3.155 -1.853
H 1.473 -2.372 -3.310
H 1.577 -3.543 -2.020
H 2.374 -1.748 -0.450
H 2.273 -0.574 -1.737
H -0.206 -0.991 -1.925
H -0.089 -2.177 -0.650
H 0.825 -0.322 0.875
H 0.451 0.823 -0.393
H -1.964 0.134 -0.282
H -1.604 -1.014 0.958
H -0.605 1.183 2.139
H -1.521 2.985 3.133
H -4.903 1.521 3.920
H -5.873 -0.355 7.063
H -6.525 0.982 6.102
H -6.076 -0.523 5.315
H -3.588 0.037 7.736
H -0.850 2.110 5.206
H -3.785 4.232 4.952
H -2.339 4.892 4.283
H -4.829 6.136 3.228
H -4.442 6.420 4.904
H -3.443 8.231 3.566
H -2.118 7.244 4.144
H -3.299 8.271 0.329
H -1.895 5.349 0.272
H -1.230 4.954 1.850
H -3.453 3.718 0.775
H -4.238 5.078 1.414
*
```

Calculated values
HOMO energy, Ha: -0.3198
E, Ha: -1954.373223
HOMO-LUMO gap, eV: 9.152
SMILES: CCCCCCNC(=O)[C@H](c1cc(C)cc(Cl)c1)N1CCC[S@@](=N)(=O)CC1



Entry 8:
Density functional theory data (ωB97M-V/def2-TZVPD) for a structure of composition C20H33Cl12N3OS in a non-equilibrium geometry.

```
! wB97M-V def2-TZVPD RIJCOSX def2/J DEFGRID3
* xyz 0 1
C -1.393 -1.327 -4.689
O -1.903 -2.510 -4.027
C -0.857 -3.486 -3.783
C 0.220 -2.742 -2.816
C 1.569 -2.184 -3.401
C 2.561 -1.429 -2.444
C 2.159 -1.298 -0.942
N 3.153 -0.590 -0.069
C 0.806 -1.846 -0.358
N 0.428 -1.679 1.032
S -1.127 -2.455 1.008
N -1.396 -3.012 -0.608
C -0.198 -2.600 -1.311
H -0.942 -0.551 -3.975
H -2.308 -0.816 -5.182
H -0.600 -1.584 -5.480
H -0.341 -3.855 -4.743
H -1.295 -4.401 -3.237
H 1.786 -2.310 -4.523
H 3.542 -0.998 -2.877
H 3.695 -1.350 0.400
H 2.611 -0.120 0.684
Cl 5.711 -2.466 1.342
C 6.717 -3.005 -0.026
C 6.863 -1.933 -1.090
Cl 5.332 -1.626 -1.951
H 6.275 -3.916 -0.433
H 7.698 -3.257 0.383
H 7.589 -2.253 -1.841
H 7.208 -0.989 -0.664
Cl -0.741 -1.296 3.460
C 0.302 -0.330 4.532
C -0.183 1.099 4.665
Cl 0.010 2.019 3.150
H 1.322 -0.374 4.142
H 0.291 -0.818 5.509
H 0.400 1.620 5.427
H -1.235 1.141 4.955
Cl -2.330 3.843 -3.465
C -3.278 2.542 -2.700
C -2.566 1.942 -1.505
Cl -1.117 1.016 -1.979
H -3.494 1.788 -3.459
H -4.224 2.985 -2.382
H -3.230 1.247 -0.988
H -2.258 2.709 -0.794
Cl -3.593 5.732 3.231
C -2.181 5.159 2.308
C -2.540 4.797 0.880
Cl -3.565 3.342 0.791
H -1.750 4.309 2.841
H -1.450 5.970 2.312
H -1.631 4.579 0.313
H -3.065 5.612 0.379
Cl -7.041 3.599 -0.345
C -7.403 4.844 -1.566
C -7.931 4.247 -2.855
Cl -6.683 3.326 -3.732
H -6.495 5.427 -1.735
H -8.154 5.506 -1.130
H -8.264 5.044 -3.524
H -8.777 3.581 -2.673
Cl 3.851 -3.015 3.812
C 4.155 -4.239 5.071
C 5.593 -4.225 5.549
Cl 6.724 -4.798 4.297
H 3.875 -5.215 4.668
H 3.485 -4.010 5.903
H 5.705 -4.892 6.406
H 5.904 -3.224 5.854
*
```

Calculated values
HOMO energy, Ha: -0.2832
E, Ha: -6941.651712
HOMO-LUMO gap, eV: 6.909